Entry 1:
DFT (the ωB97M-V functional and the def2-TZVPD basis) results for a 2-piece molecular cluster, C5H13Cl2NOSi overall in a non-equilibrium geometry.

Geometry (Å):
C 0.7334 2.2091 -0.5629
C 1.2627 -2.3773 -0.4845
C -1.7400 0.1829 2.2028
C 0.8747 1.0142 -1.4959
C 1.3679 -0.8948 0.0451
N 0.5421 -0.2861 -0.9943
O -0.7034 -0.7041 -1.1792
Si -2.4337 -0.0463 0.4774
Cl -3.2874 1.6312 -0.1751
Cl -3.3158 -1.7788 0.1970
H 1.3024 3.1225 -0.9839
H -0.2732 2.4474 -0.3814
H 1.1914 1.9026 0.4547
H 0.4856 -2.4264 -1.2151
H 2.2610 -2.6799 -1.0073
H 0.9330 -2.9510 0.4303
H -0.9362 -0.5423 2.4435
H -1.1948 1.1510 2.3205
H -2.5462 0.1761 2.9244
H 0.1983 1.2277 -2.3000
H 1.9302 0.9604 -1.8180
H 0.9564 -0.8536 1.0158
H 2.3915 -0.4846 0.0861

Summary:
- Molar mass: 202.2 g/mol
- Calculated total energy: -1538.1335 Ha
- Maximum force: 0.081 Eh/bohr
- Orbital gap (spin up / spin down): 6.96 / 6.96 eV
- Charge: 0
- ΔE to the lowest compared entry with this formula, charge and spin: 0.986 eV
- E_LUMO (spin up / spin down): 0.26 / 0.26 eV

=====

Entry 2:
DFT (the ωB97M-V functional and the def2-TZVPD basis) results for a 2-piece molecular cluster, C5H16N2O overall in a non-equilibrium geometry.

Geometry (Å):
C -2.0156 -0.3671 1.2754
C -0.5864 -0.7885 0.7958
N 0.3332 -0.3884 1.8522
C -0.3375 -0.0113 -0.5229
N 0.7442 -0.6551 -1.2764
C 2.0846 -0.3748 -0.7279
C 0.5582 -0.3365 -2.7212
H -2.3288 -0.3518 2.3127
H -2.1634 0.6400 0.8677
H -2.7070 -0.9170 0.6265
H -0.6490 -1.8612 0.6036
H 0.2886 -0.9153 2.7144
H 1.3330 -0.4653 1.6952
H -1.2800 -0.2742 -1.0203
H -0.2794 1.0747 -0.4239
H 2.3026 -1.1929 -0.0511
H 2.1626 0.6653 -0.4042
H 2.8051 -0.4471 -1.5461
H 1.4688 0.0099 -3.2140
H 0.0604 -1.1856 -3.1686
H -0.0650 0.5481 -2.8477
O -0.7021 2.9093 1.6813
H -0.0005 2.5767 2.2317
H -1.0267 2.1081 1.2681

Summary:
- Molar mass: 120.2 g/mol
- Calculated total energy: -384.7979 Ha
- Maximum force: 0.056 Eh/bohr
- Orbital gap: 9.58 eV
- Charge: 0
- ΔE to the lowest compared entry with this formula, charge and spin: 1.638 eV
- E_LUMO: 0.93 eV
- SMILES string: C[C@H](N)CN(C)C.O

=====

Entry 3:
DFT (the ωB97M-V functional and the def2-TZVPD basis) results for a 2-piece molecular cluster, C8H14ClI2NO3 overall in a non-equilibrium geometry.

Geometry (Å):
C -1.8521 -2.5383 -0.5842
C -0.6632 -3.0222 0.4770
I 0.9867 -1.5787 0.7559
C -0.6522 -4.3261 1.1913
I -2.3465 -5.7187 0.7803
N 0.3813 -4.8255 2.1688
Cl 1.9217 -5.1164 1.4575
C 0.4462 -4.0217 3.4445
O 1.6632 -3.9472 4.0502
O -0.7257 -3.3759 4.0597
H -1.5487 -2.9314 -1.6591
H -1.8579 -1.3446 -0.5989
H -2.9269 -2.8708 -0.2650
H -0.8489 -3.7164 5.0083
C 0.1494 3.5396 -3.1596
C -0.5503 2.8933 -1.9747
O 0.3059 2.0635 -1.1930
C 1.4362 2.6990 -0.5999
C 1.0671 3.8251 0.3507
H 0.5871 2.7732 -3.8107
H -0.5601 4.1351 -3.7433
H 0.9586 4.2009 -2.8444
H -1.3529 2.2506 -2.3497
H -1.0291 3.6454 -1.3411
H 2.1240 3.0472 -1.3776
H 1.9711 1.9250 -0.0388
H 0.5343 4.6321 -0.1576
H 1.9674 4.2502 0.8051
H 0.4140 3.4537 1.1481

Summary:
- Molar mass: 461.5 g/mol
- Calculated total energy: -1649.0819 Ha
- Maximum force: 0.173 Eh/bohr
- Orbital gap: 8.36 eV
- Charge: 0
- E_LUMO: -0.65 eV
- SMILES string: C/C(I)=C(\I)N(Cl)C(=O)O.CCOCC

=====

Entry 4:
DFT (the ωB97M-V functional and the def2-TZVPD basis) results for a 5-piece molecular cluster, C30H72BN5O12 overall in a non-equilibrium geometry.

Geometry (Å):
N 5.6882 -0.9317 -3.6618
C 5.4310 0.4821 -3.3709
C 4.0812 0.7798 -2.7183
C 2.9838 1.1311 -3.7145
C 1.6560 1.3984 -3.0261
O 1.2136 2.7398 -3.0950
B -0.0762 2.6185 -2.3526
O -0.5887 1.2514 -2.7724
C 0.4455 0.6021 -3.4896
C 0.6772 -0.8860 -3.1309
O 0.9217 -1.6486 -4.1091
O 0.7212 -1.1989 -1.9155
H 5.0812 -1.2481 -4.4045
H 5.4654 -1.4712 -2.8376
H 6.2383 0.8297 -2.7235
H 5.5162 1.0511 -4.2953
H 4.1896 1.6159 -2.0246
H 3.7557 -0.0789 -2.1316
H 2.8709 0.3107 -4.4271
H 3.2844 2.0154 -4.2795
H 1.7510 1.1510 -1.9625
H 0.1160 2.6021 -1.1141
H -0.8963 3.5159 -2.5796
H 0.2497 0.7184 -4.5590
C -6.4768 5.0162 -3.6823
O -5.9567 4.3952 -4.8339
C -4.5275 4.4293 -4.9141
C -3.9211 3.0558 -4.7585
N -4.0786 2.5654 -3.4044
C -3.6461 1.1806 -3.1994
C -4.4454 0.0871 -3.8860
O -5.7889 -0.0756 -3.4165
C -6.7407 0.7576 -4.0294
H -7.5629 5.0303 -3.7813
H -6.2154 4.4732 -2.7676
H -6.1202 6.0484 -3.5895
H -4.1208 5.1070 -4.1582
H -4.2703 4.8259 -5.9014
H -2.8510 3.1205 -4.9760
H -4.3809 2.3969 -5.5141
H -5.0461 2.6597 -3.1222
H -3.6725 0.9917 -2.1249
H -2.5907 1.0954 -3.4815
H -3.9419 -0.8574 -3.6735
H -4.4564 0.2002 -4.9781
H -6.4768 0.9813 -5.0679
H -6.8728 1.7027 -3.4909
H -7.7005 0.2332 -4.0199
C 2.0984 -4.1793 -2.3890
O 2.5800 -3.9597 -1.0679
C 1.5891 -3.4472 -0.1834
C 1.3163 -4.4681 0.9058
N 0.6327 -5.6468 0.3844
C 0.5620 -6.7674 1.3101
C 1.8656 -7.4400 1.7295
O 2.5182 -8.1278 0.6736
C 3.3706 -7.3278 -0.1308
H 2.9626 -4.4524 -2.9979
H 1.3758 -5.0099 -2.4212
H 1.6396 -3.2757 -2.8077
H 0.6871 -3.1565 -0.7200
H 1.9879 -2.5391 0.2728
H 0.6872 -4.0125 1.6786
H 2.2858 -4.7246 1.3647
H 1.1006 -5.9425 -0.4619
H -0.0630 -7.5379 0.8471
H 0.0435 -6.4391 2.2153
H 1.6172 -8.2028 2.4732
H 2.5557 -6.7407 2.2162
H 3.8184 -6.5133 0.4430
H 2.8487 -6.9025 -0.9901
H 4.1669 -7.9738 -0.5060
C -2.6636 8.6072 2.8257
O -2.5885 8.9642 1.4644
C -1.3751 9.6039 1.0891
C -0.5405 8.7299 0.1795
N 0.0037 7.5881 0.8942
C 0.6719 6.5993 0.0385
C -0.1648 5.8405 -0.9829
O -1.1050 4.9847 -0.3841
C -2.3508 5.5400 -0.0654
H -3.6704 8.2341 3.0074
H -1.9489 7.8193 3.0848
H -2.4867 9.4733 3.4744
H -0.8003 9.8879 1.9768
H -1.6455 10.5198 0.5528
H 0.2911 9.3288 -0.2073
H -1.1676 8.4374 -0.6745
H -0.7477 7.1233 1.3869
H 1.1253 5.8566 0.6974
H 1.4928 7.1044 -0.4834
H 0.5086 5.1986 -1.5579
H -0.6572 6.5032 -1.7091
H -2.6333 6.3427 -0.7572
H -2.3913 5.9270 0.9640
H -3.0898 4.7405 -0.1466
C 4.5431 -4.9997 7.5695
O 3.2666 -5.0588 8.1729
C 2.5552 -3.8256 8.1568
C 1.3417 -3.9054 7.2590
N 1.7317 -3.9984 5.8617
C 0.6358 -4.2634 4.9326
C -0.0940 -5.5946 5.0567
O 0.6974 -6.7210 4.7224
C 1.4889 -7.2472 5.7657
H 5.0280 -5.9590 7.7436
H 4.4819 -4.8295 6.4897
H 5.1565 -4.2104 8.0156
H 3.2095 -3.0076 7.8428
H 2.2269 -3.6239 9.1811
H 0.7418 -3.0009 7.3973
H 0.7376 -4.7627 7.5922
H 2.4266 -4.7264 5.7621
H 1.0431 -4.2011 3.9223
H -0.0975 -3.4567 5.0251
H -0.9145 -5.5828 4.3349
H -0.5473 -5.7338 6.0469
H 1.0163 -7.1103 6.7428
H 2.4890 -6.8031 5.7870
H 1.6073 -8.3158 5.5807

Summary:
- Molar mass: 705.7 g/mol
- Calculated total energy: -2387.6222 Ha
- Maximum force: 0.020 Eh/bohr
- Orbital gap: 4.25 eV
- Charge: -2
- E_LUMO: 3.25 eV

=====

Entry 5:
DFT (the ωB97M-V functional and the def2-TZVPD basis) results for a 2-piece molecular cluster, C16H36NO6P2 overall in a non-equilibrium geometry.

Geometry (Å):
C 3.7347 -4.6851 -2.6737
P 2.6646 -4.1901 -4.0987
O 3.7039 -3.4705 -5.1869
C 1.5117 -2.8584 -3.5097
C 2.3244 -1.5301 -3.3300
C 2.2282 -0.9244 -1.9287
C 3.2611 -1.5379 -0.9647
C 2.6140 0.5596 -2.0793
N 0.8380 -0.9622 -1.4477
O 0.5798 -0.1398 -0.5032
C 0.2774 -2.3120 -1.2414
C -1.2490 -2.1790 -1.5001
C 0.4105 -2.8650 0.1869
C 0.8127 -3.3893 -2.2411
H 4.7970 -4.5261 -2.8573
H 3.5486 -5.7357 -2.4590
H 3.4811 -4.1414 -1.7617
H 3.9900 -4.1958 -5.7473
H 0.7721 -2.6959 -4.2900
H 1.8779 -0.8014 -4.0120
H 3.3658 -1.6125 -3.6371
H 3.5752 -0.8253 -0.2037
H 4.1598 -1.7363 -1.5547
H 2.9720 -2.4932 -0.5334
H 1.8048 1.0897 -2.5823
H 2.7467 1.0307 -1.1065
H 3.5565 0.6621 -2.6174
H -1.6907 -1.6947 -0.6256
H -1.7221 -3.1530 -1.5951
H -1.4286 -1.5235 -2.3520
H 0.3523 -2.1040 0.9616
H -0.4377 -3.5348 0.3485
H 1.2957 -3.4829 0.3410
H 1.4133 -4.1036 -1.6791
H -0.0567 -3.9467 -2.5856
O -3.5063 2.5254 1.4891
P -2.4525 2.7915 2.4927
O -2.0697 1.3848 3.1868
C -1.3818 0.3935 2.4126
C 0.0684 0.7526 2.1544
O -3.2801 3.4867 3.7185
C -4.6135 3.9578 3.5330
C -5.6301 2.9137 3.9502
O -1.0867 3.5793 2.8997
C -0.7495 4.7881 2.1814
C -1.7464 5.9070 2.4142
H -1.9115 0.2316 1.4691
H -1.4351 -0.5314 2.9871
H 0.1491 1.6189 1.4961
H 0.5849 -0.0745 1.6822
H 0.5749 1.0042 3.0877
H -4.7741 4.2719 2.5016
H -4.7228 4.8482 4.1562
H -5.3958 1.9381 3.5261
H -6.6335 3.2025 3.6331
H -5.6315 2.7982 5.0353
H -0.6688 4.5607 1.1156
H 0.2381 5.0852 2.5301
H -2.7134 5.6794 1.9590
H -1.3821 6.8365 1.9756
H -1.9152 6.0583 3.4796

Summary:
- Molar mass: 400.4 g/mol
- Calculated total energy: -1820.1299 Ha
- Maximum force: 0.116 Eh/bohr
- Multiplicity: 2
- Orbital gap (spin up / spin down): 8.74 / 8.20 eV
- Charge: 0
- Expectation value of S²: 0.754
- ΔE to the lowest compared entry with this formula, charge and spin: 0.000 eV
- E_LUMO (spin up / spin down): 0.62 / 0.08 eV

=====

Entry 6:
DFT (the ωB97M-V functional and the def2-TZVPD basis) results for a 2-piece molecular cluster, C2H6OSe overall in a non-equilibrium geometry.

Geometry (Å):
C 1.3974 -0.2534 -0.0406
C -1.5296 1.3263 0.5277
O 0.2804 -0.6179 -0.7812
Se -2.1972 -0.2042 0.0580
H 2.3231 -0.6134 -0.2783
H 1.2338 -0.5684 0.9639
H -1.7705 2.1844 -0.1402
H 1.3897 0.8271 0.1574
H 0.4169 -0.9786 -1.5974
H -1.5440 -1.1020 1.1308

Summary:
- Molar mass: 125.0 g/mol
- Calculated total energy: -2556.2862 Ha
- Maximum force: 0.071 Eh/bohr
- Orbital gap: 8.31 eV
- Charge: 0
- ΔE to the lowest compared entry with this formula, charge and spin: 3.777 eV
- E_LUMO: 0.25 eV

=====

Entry 7:
DFT (the ωB97M-V functional and the def2-TZVPD basis) results for C32H42CsN5Sb as an isolated structure in a non-equilibrium geometry.

Geometry (Å):
Cs -0.5786 1.6862 -0.6614
N -1.0175 5.1036 0.2038
C -2.3864 5.6055 0.1295
C -3.2239 4.8129 -0.8632
N -3.4259 3.4105 -0.5343
C -4.0390 3.2284 0.7851
C -3.0618 2.8967 1.9116
N -2.5353 1.5530 1.7377
C -4.2369 2.7444 -1.5516
C -3.7211 2.7878 -2.9852
N -2.3813 2.2296 -3.1131
H -0.4724 5.6364 0.8705
H -0.5611 5.2041 -0.6963
H -2.4472 6.6608 -0.1724
H -2.8258 5.5474 1.1275
H -2.7226 4.8627 -1.8331
H -4.1957 5.3328 -0.9754
H -4.7460 2.3964 0.7206
H -4.6367 4.1128 1.0562
H -3.5959 3.0414 2.8636
H -2.2167 3.5844 1.8946
H -3.2344 0.8372 1.8906
H -1.7475 1.3566 2.3441
H -5.2650 3.1538 -1.5639
H -4.3189 1.6947 -1.2545
H -3.7021 3.8157 -3.3552
H -4.4740 2.2577 -3.5859
H -2.1101 2.1863 -4.0883
H -2.3669 1.2669 -2.7833
C 1.8993 -1.4236 -3.3726
C 0.4910 -1.8179 -3.0371
C -0.2359 -2.6328 -3.8748
C -1.5372 -3.0437 -3.5648
C -2.0863 -2.5872 -2.3761
C -1.3977 -1.7522 -1.5066
C -2.1040 -1.2855 -0.2551
C -0.0373 -1.3339 -1.7776
N 0.7017 -0.5381 -1.0125
H 2.2228 -1.8823 -4.3112
H 2.5868 -1.7094 -2.5708
H 1.9985 -0.3368 -3.4538
H 0.2292 -2.9800 -4.7953
H -2.0904 -3.7052 -4.2204
H -3.0954 -2.8955 -2.1049
H -2.5821 -2.1096 0.2821
H -2.8970 -0.5529 -0.4761
H -1.4038 -0.8051 0.4279
C 4.0113 -1.3832 5.4430
C 3.7091 -2.5086 4.6878
C 2.9883 -2.3841 3.5048
C 2.5468 -1.1480 3.0261
C 2.8639 -0.0402 3.8145
C 3.5836 -0.1388 4.9989
Sb 1.3558 -0.6310 1.0449
C 3.3268 -0.4627 0.1671
C 4.2981 -1.4460 0.3278
C 5.5309 -1.3537 -0.3060
C 5.8312 -0.2490 -1.0897
C 4.8844 0.7560 -1.2381
C 3.6453 0.6391 -0.6248
C 0.8784 -2.7327 1.0022
C 0.1402 -3.2652 2.0570
C -0.2898 -4.5848 2.0425
C 0.0237 -5.4011 0.9638
C 0.7612 -4.8855 -0.0925
C 1.1754 -3.5602 -0.0738
H 4.5716 -1.4754 6.3668
H 4.0372 -3.4870 5.0257
H 2.7628 -3.2865 2.9407
H 2.5366 0.9480 3.4865
H 3.8129 0.7498 5.5797
H 4.0889 -2.3027 0.9586
H 6.2627 -2.1445 -0.1825
H 6.7951 -0.1708 -1.5793
H 5.1088 1.6272 -1.8445
H 2.9063 1.4207 -0.7868
H -0.0872 -2.6414 2.9171
H -0.8672 -4.9798 2.8716
H -0.3130 -6.4312 0.9427
H 0.9941 -5.5108 -0.9467
H 1.7100 -3.1508 -0.9236

Summary:
- Molar mass: 751.4 g/mol
- Calculated total energy: -1778.6622 Ha
- Maximum force: 0.023 Eh/bohr
- Orbital gap: 3.82 eV
- Charge: -1
- ΔE to the lowest compared entry with this formula, charge and spin: 0.000 eV
- E_LUMO: 1.42 eV

=====

Entry 8:
DFT (the ωB97M-V functional and the def2-TZVPD basis) results for C22H50N3OP3Tb as an isolated structure in a non-equilibrium geometry.

Geometry (Å):
Tb 0.5912 0.6176 -1.9520
P 0.0069 -1.6537 0.2012
P 0.1166 -1.5797 -3.6914
P -1.6253 2.7235 3.0037
H -0.3995 1.8411 -4.3835
C 0.3056 2.1552 -3.6029
C 1.6371 1.7441 -3.6176
H 2.0400 1.0795 -4.4012
C -1.7445 -2.0448 0.6151
C 0.6377 -3.3778 0.0164
C 0.6224 -1.3370 1.9045
C -0.1868 -1.3047 -5.4796
C 1.3899 -2.9044 -3.8083
C -1.3882 -2.5173 -3.2149
C -1.8310 4.5016 3.1106
C -0.1753 2.1731 3.9079
C -3.1171 1.8363 3.4448
H -0.0226 3.0469 -3.0447
H 2.4098 2.3294 -3.0877
H -1.7790 -2.8816 1.3297
H -2.2905 -2.3198 -0.2958
H -2.2196 -1.1628 1.0672
H 0.2818 -3.9967 0.8561
H 1.7362 -3.3834 0.0174
H 0.2827 -3.8192 -0.9244
H 0.1493 -2.0456 2.6007
H 0.3669 -0.3142 2.2085
H 1.7134 -1.4617 1.9636
H -0.3804 -2.2518 -6.0008
H 0.6958 -0.8266 -5.9243
H -1.0406 -0.6317 -5.6168
H 1.0938 -3.6716 -4.5426
H 1.5567 -3.3822 -2.8332
H 2.3377 -2.4565 -4.1302
H -1.8498 -2.9694 -4.1031
H -2.1118 -1.8202 -2.7674
H -1.1735 -3.3015 -2.4745
H -1.4529 4.8556 4.0808
H -2.8900 4.7638 2.9997
H -1.2641 4.9860 2.2988
H 0.1226 2.9261 4.6557
H 0.6590 2.0047 3.2127
H -0.3903 1.2298 4.4354
H -3.7150 2.4421 4.1388
H -2.8591 0.8744 3.9127
H -3.6915 1.6505 2.5293
C -2.1215 2.2614 -0.8162
C -3.3180 1.5337 -1.0952
C -4.5057 2.2171 -1.2816
C -4.5314 3.6202 -1.2937
C -3.3538 4.3443 -1.0922
C -2.1522 3.6835 -0.8898
O -1.0373 1.6429 -0.3722
H -1.4243 2.4357 1.6322
H -3.2811 0.4494 -1.1147
H -5.4323 1.6520 -1.4163
H -5.4717 4.1472 -1.4641
H -3.3365 5.4347 -1.0889
H -1.2198 4.2286 -0.7379
C 3.2374 3.3908 1.4326
N 3.7674 2.1190 0.9520
C 5.1724 1.8567 1.2490
C 3.0993 1.4213 0.0103
N 1.9731 1.8570 -0.5504
N 3.6049 0.1961 -0.3650
C 3.0313 -0.4729 -1.5324
C 4.1233 -0.7227 0.6439
H 3.9266 3.7866 2.1818
H 2.2481 3.2588 1.9039
H 3.1453 4.1199 0.6139
H 5.2787 1.2278 2.1452
H 5.6657 1.3646 0.4031
H 5.6684 2.8096 1.4443
H 1.6453 2.7451 -0.1630
H 3.6852 -1.2928 -1.8454
H 2.0576 -0.9608 -1.2651
H 2.9462 0.2371 -2.3770
H 3.8278 -0.4396 1.6627
H 5.2166 -0.7711 0.5749
H 3.7280 -1.7327 0.4482

Summary:
- Molar mass: 624.5 g/mol
- Calculated total energy: -2955.3468 Ha
- Maximum force: 0.173 Eh/bohr
- Multiplicity: 7
- Orbital gap (spin up / spin down): 4.39 / 4.55 eV
- Charge: +3
- Expectation value of S²: 12.688
- E_LUMO (spin up / spin down): -10.62 / -10.45 eV

=====

What did the sixth record say?
DFT (the ωB97M-V functional and the def2-TZVPD basis) results for a 2-piece molecular cluster, C2H6OSe overall in a non-equilibrium geometry.

Geometry (Å):
C 1.3974 -0.2534 -0.0406
C -1.5296 1.3263 0.5277
O 0.2804 -0.6179 -0.7812
Se -2.1972 -0.2042 0.0580
H 2.3231 -0.6134 -0.2783
H 1.2338 -0.5684 0.9639
H -1.7705 2.1844 -0.1402
H 1.3897 0.8271 0.1574
H 0.4169 -0.9786 -1.5974
H -1.5440 -1.1020 1.1308

Summary:
- Molar mass: 125.0 g/mol
- Calculated total energy: -2556.2862 Ha
- Maximum force: 0.071 Eh/bohr
- Orbital gap: 8.31 eV
- Charge: 0
- ΔE to the lowest compared entry with this formula, charge and spin: 3.777 eV
- E_LUMO: 0.25 eV